Formula: C22H42NP3S2W
Source: OMol25
Level of theory: wB97M-V/def2-TZVPD

ORCA input file:
```
! wB97M-V def2-TZVPD RIJCOSX def2/J DEFGRID3
* xyz 4 3
H -1.62638 -2.97077 1.26557
H 0.51475 4.93515 1.46408
W 0.07903 0.33572 0.43242
C -0.53013 4.97866 1.11405
C -0.09617 -4.57964 3.95918
H 3.37715 -0.81948 1.63091
H -2.11688 -4.07419 4.56133
H -2.95403 2.77651 1.43224
H 2.72490 3.76567 -0.98687
C 0.12172 2.91324 -3.72851
H 0.99163 -3.37364 0.61302
C -3.18751 2.29661 0.47473
H 3.67967 1.98011 -0.90600
H 1.99844 -4.72823 3.38603
H 1.10142 1.72493 1.12372
C -0.25572 2.98093 -2.39066
C -3.52822 -0.04793 -0.94676
H -1.30970 3.10743 -2.15739
C -0.75715 5.19300 -0.20705
H -1.30830 5.04055 1.89355
H 3.43764 -0.80743 -2.49491
H -1.83092 -3.92991 -0.23348
H -1.64201 5.66076 -0.66057
P 2.35140 -0.12673 -0.43697
C -1.19634 -3.72204 4.09117
P -0.51195 -1.92378 -0.63641
H 4.25177 -1.43820 0.22663
H -1.86553 -1.66621 3.91261
H 2.10363 -2.43253 2.79191
H -3.61878 -1.13840 -0.93262
H 1.77780 2.73207 -5.08745
H -1.87337 -1.44359 -2.63470
H -2.73585 0.26783 2.76973
C 2.39330 -0.81158 -2.15093
C -1.83830 -2.91064 0.18852
H 4.49811 0.45156 -1.30237
C 0.11568 -1.92421 3.15839
C 2.04712 3.42314 -1.76354
H 2.77769 -2.28300 0.78434
S 0.22942 2.66213 0.24491
S 0.34570 -0.17788 2.63564
H 1.68759 -3.03884 -0.98534
C -1.05713 -2.37360 3.74805
H -2.83971 -2.48820 0.06310
H -3.09211 -1.22477 1.86592
H 4.35604 0.94761 0.40329
H -0.14474 -1.56525 -3.03513
H -4.25340 0.11161 1.88089
H 0.11563 5.24688 -0.86792
H -3.17414 0.24407 -1.94244
P -2.41970 0.63155 0.36519
H -0.18439 -5.62857 4.24568
H 2.02292 -1.83711 -2.24030
H -4.28315 2.18776 0.41767
C 2.44708 3.29134 -3.09965
C 1.09710 -4.11029 3.45001
H 3.45559 3.55611 -3.42054
C 1.49056 2.94185 -4.05661
H 1.79697 -0.17667 -2.82001
C 3.84481 0.94727 -0.56917
C -3.18099 -0.13344 1.85396
C 3.24378 -1.30300 0.65319
N 1.19386 -2.78037 3.09183
H -0.66476 2.86310 -4.49360
H -1.08756 -3.05186 -2.72526
H -2.86094 2.94415 -0.34743
C 0.75558 2.98074 -1.40516
C -0.94915 -1.99967 -2.42622
H 0.33262 -4.19210 -0.84559
C 0.75693 -3.25411 -0.45330
H -4.53991 0.36784 -0.80258
*
```

Computed properties:
DFT total energy   -2804.13031 a.u.
⟨S²⟩   2.041
HOMO-LUMO gap (alpha / beta)   5.58 / 5.17 eV
E_LUMO (alpha / beta)   -14.1 / -14.4 eV